No. 1
52
Properties=species:S:1:pos:R:3 method="wB97M-V/def2-TZVPD" homo_lumo_gap_ev="5.25 / 5.34" s_squared=0.784 total_charge=-2 e_tot_ev=-102999.464 de_lowest_kcal_mol=0.0 multiplicity=2 lumo_energy_ev="4.3 / 4.3"
Ti -1.9658 0.0615 -1.7644
F 1.4980 0.0697 -2.2377
C 1.0768 -1.1755 -1.9256
C -0.2430 -1.3874 -1.5579
C -0.5198 -2.6995 -1.1996
F -1.7699 -3.0230 -0.8102
C 0.3995 -3.7307 -1.2267
F 0.0675 -4.9925 -0.8777
C 1.7004 -3.4591 -1.6196
F 2.6220 -4.4393 -1.6493
C 2.0437 -2.1633 -1.9699
F 3.3193 -1.8973 -2.3285
F -2.5645 -0.4029 0.2424
B -3.2473 0.6332 1.0745
F -3.4850 1.7014 0.2033
F -2.3319 0.9690 2.0654
F -4.4026 0.0941 1.5855
Te -1.3596 1.0487 -4.0992
F -4.2571 0.1509 -2.1477
P -4.7894 -1.3275 -2.7191
F -5.1760 -2.7747 -3.2618
F -6.3064 -0.8933 -2.4870
F -4.7100 -1.8969 -1.2152
F -4.8156 -0.7321 -4.2038
F -3.1704 -1.6606 -2.8825
C 1.6127 -1.3794 1.7361
C 2.4109 -0.2608 1.0779
N 2.5150 0.9376 1.8995
C 3.3526 0.8499 3.0922
C 2.5387 0.9003 4.3781
C 2.0487 2.1807 1.5841
O 2.4072 3.1577 2.2408
C 1.0800 2.3736 0.4677
C 1.0696 3.6170 -0.1668
C 0.0856 3.9006 -1.0978
C -0.8566 2.9339 -1.3856
N -0.8189 1.7101 -0.8317
C 0.0972 1.4605 0.1024
H 1.5164 -2.2257 1.0535
H 0.6085 -1.0527 2.0063
H 2.1072 -1.7310 2.6444
H 1.9968 0.0155 0.1142
H 3.4306 -0.6073 0.8748
H 4.0698 1.6716 3.0751
H 3.9107 -0.0862 3.0305
H 2.0082 1.8486 4.4486
H 3.1937 0.8047 5.2482
H 1.8053 0.0941 4.4075
H 1.8138 4.3507 0.1129
H 0.0331 4.8551 -1.6014
H -1.6649 3.1147 -2.0726
H 0.0155 0.4932 0.5732

***

No. 2
11
Properties=species:S:1:pos:R:3 method="wB97M-V/def2-TZVPD" homo_lumo_gap_ev="7.20 / 6.85" e_tot_ev=-27822.103 de_lowest_kcal_mol=108.1 multiplicity=1 lumo_energy_ev="-1.2 / -1.0"
C -0.3644 -0.3190 -1.2368
C 0.0580 -1.6046 -1.0571
C -0.6162 0.4914 0.9350
N -0.8978 0.5494 -0.3991
N 0.7096 1.1108 1.0292
S 0.7605 -2.9923 -1.0545
S 1.9516 0.2440 0.5118
H -0.5753 -0.1929 -2.2627
H -1.1484 1.2651 1.4935
H -0.6915 -0.5814 1.4532
H 0.8139 2.0293 0.5876

***

No. 3
48
Properties=species:S:1:pos:R:3 method="wB97M-V/def2-TZVPD" homo_lumo_gap_ev=6.47 total_charge=-1 e_tot_ev=-46664.482 multiplicity=1 lumo_energy_ev=2.9
C -3.1181 -1.3521 2.1881
C -1.9744 -0.8394 1.3144
C -0.6376 -1.4012 1.8228
C -2.2244 -1.2921 -0.1400
C -2.6770 -0.4177 -1.1275
C -2.9723 -0.8916 -2.4108
C -2.8415 -2.2467 -2.7047
C -2.3367 -3.1175 -1.7278
C -2.0177 -2.6332 -0.4578
O -2.0475 0.5538 1.3944
S -0.2815 1.2815 0.7246
C -1.0998 2.8732 0.5655
F -1.4159 3.3246 1.8024
F -0.3301 3.8177 -0.0420
F -2.2478 2.7514 -0.1671
H -3.1280 -2.4451 2.2496
H -3.0050 -0.9284 3.1875
H -4.0725 -1.0172 1.7718
H -0.7457 -2.4627 2.0732
H 0.1682 -1.3166 1.0799
H -0.3165 -0.8633 2.7221
H -2.7797 0.6477 -0.9253
H -3.3062 -0.1809 -3.1763
H -3.1079 -2.6358 -3.6901
H -2.1836 -4.1766 -1.9406
H -1.5979 -3.2899 0.3143
C 5.1233 2.1159 2.6732
C 3.9572 1.2273 2.3530
O 3.2546 1.8321 1.2189
C 2.2792 1.0141 0.8210
C 1.3095 1.6065 -0.1994
C 1.2131 0.7803 -1.4790
C 1.1624 -0.6133 -1.3676
C 0.8047 -1.3788 -2.4891
N 0.5397 -0.8335 -3.6714
C 0.6223 0.4931 -3.8027
C 0.9877 1.3450 -2.7397
O 2.1377 -0.1057 1.2983
H 5.5774 1.7674 3.6035
H 5.8678 2.0603 1.8750
H 4.8122 3.1551 2.7943
H 4.2774 0.2176 2.0731
H 3.2513 1.1606 3.1916
H 1.4690 2.6688 -0.3484
H 1.4385 -1.1153 -0.4459
H 0.7483 -2.4637 -2.3773
H 0.3776 0.9043 -4.7879
H 1.0860 2.4199 -2.8942

***

No. 4
16
Properties=species:S:1:pos:R:3 method="wB97M-V/def2-TZVPD" homo_lumo_gap_ev="11.70 / 6.20" s_squared=0.752 e_tot_ev=-80440.660 de_lowest_kcal_mol=0.0 multiplicity=2 lumo_energy_ev="0.1 / -5.4"
Br 0.1045 1.0973 -0.2884
O -0.7210 -2.3810 0.5717
H -0.1935 -1.6393 0.2752
H -0.6839 -2.3352 1.5271
O 0.4965 -0.1909 3.0735
H 1.2413 -0.7856 3.1628
H 0.7004 0.3345 2.2998
O 3.0175 -0.5296 0.2301
H 2.0935 -0.3050 0.1207
H 3.4528 0.3102 0.3769
O -2.2409 3.4614 -1.2661
H -2.3034 3.7293 -2.1829
H -1.5869 2.7625 -1.2643
O -0.9232 -1.3346 -2.5062
H -0.6460 -0.6360 -1.9134
H -1.8077 -1.5581 -2.2165